{"formula": "C25H40NO3P3Sc", "method": "the ωB97M-V functional and the def2-TZVPD basis", "species": ["C", "C", "C", "C", "C", "C", "C", "C", "C", "C", "C", "C", "C", "H", "H", "H", "H", "H", "H", "H", "N", "Sc", "C", "H", "H", "C", "H", "H", "P", "P", "C", "H", "H", "H", "C", "H", "H", "H", "C", "H", "H", "H", "C", "H", "H", "H", "H", "H", "C", "C", "O", "P", "O", "C", "C", "O", "C", "C", "H", "H", "H", "H", "H", "H", "H", "H", "H", "H", "H", "H", "H", "H", "H"], "coordinates": [[-1.09036, 3.60188, -3.49624], [-0.99102, 2.26677, -3.09516], [0.32738, 1.70473, -3.10529], [1.48664, 2.54942, -3.20052], [1.30932, 3.92916, -3.53985], [0.02323, 4.43800, -3.66152], [2.68608, 1.94382, -2.75356], [2.88728, 0.59209, -3.20330], [1.71138, -0.23320, -3.15912], [1.81551, -1.66823, -3.15913], [3.09376, -2.19205, -3.47190], [4.24209, -1.40714, -3.59042], [4.16150, -0.02406, -3.47320], [-2.09965, 4.01447, -3.71906], [2.19540, 4.54021, -3.65907], [-0.09838, 5.50569, -3.94572], [3.57572, 2.57070, -2.78172], [3.18951, -3.27423, -3.63687], [5.19959, -1.83803, -3.81839], [5.03171, 0.63244, -3.49875], [0.57083, 0.39852, -2.72482], [0.57556, 0.31838, -0.58734], [-2.19911, 1.46856, -2.67809], [-2.25553, 0.53967, -3.24809], [-3.10622, 2.04278, -2.83549], [0.67008, -2.57045, -2.77569], [-0.26325, -2.20825, -3.22332], [0.84055, -3.60531, -3.08000], [-2.02582, 0.99980, -0.85912], [0.45800, -2.48804, -0.91321], [1.90516, -3.47542, -0.40238], [2.02798, -3.33193, 0.67270], [1.77456, -4.55372, -0.59694], [2.80352, -3.08983, -0.92222], [-1.04849, -3.57086, -0.62167], [-0.80098, -4.66870, -0.58147], [-1.46259, -3.25578, 0.37596], [-1.81893, -3.36733, -1.39023], [-2.41806, 2.66092, -0.21584], [-3.45386, 2.95137, -0.39871], [-2.24662, 2.67222, 0.86001], [-1.76238, 3.41956, -0.64841], [-3.64043, 0.13148, -0.55733], [-3.56647, -0.32788, 0.46148], [-4.51744, 0.82335, -0.59953], [-3.76263, -0.67178, -1.31536], [2.23772, 2.01569, -1.66331], [0.91086, 1.73990, 0.37984], [-1.12400, 2.76414, 4.69817], [-0.26841, 1.91896, 3.77536], [-1.13723, 1.09794, 2.93168], [-0.47317, -0.17024, 2.11499], [-1.71930, -1.26745, 2.41302], [-2.73584, -1.14892, 3.46246], [-2.23821, -1.22881, 4.86638], [0.73360, -0.63541, 3.08200], [0.97954, -2.07085, 3.26970], [2.25341, -2.31115, 4.02683], [-1.75966, 3.46557, 4.16163], [-0.46961, 3.37365, 5.33710], [-1.77703, 2.15184, 5.34030], [0.35876, 2.53636, 3.10000], [0.36506, 1.27581, 4.38788], [-3.35031, -0.27025, 3.29390], [-3.40140, -2.01688, 3.25811], [-1.53789, -0.40304, 5.06912], [-3.03678, -1.11647, 5.59357], [-1.71215, -2.16162, 5.07813], [0.15246, -2.52997, 3.85023], [1.01969, -2.59491, 2.30563], [3.16620, -2.02398, 3.45657], [2.35425, -3.40617, 4.13759], [2.27531, -1.87755, 5.04699]], "total_charge": 1, "lumo_energy_ev": -3.21, "e_above_lowest_kcal_mol": 0.0, "multiplicity": 1, "homo_ev": -9.77, "e_tot_ha": -3041.7214, "orbital_gap_ha": 0.241}

{"formula": "C2H3ClFNO3", "method": "the ωB97M-V functional and the def2-TZVPD basis", "species": ["C", "C", "N", "O", "O", "O", "F", "Cl", "H", "H", "H"], "coordinates": [[0.65952, -0.89881, -0.99703], [0.86341, -0.07811, 0.16889], [-0.49926, 0.63150, 0.50966], [-0.59707, 1.82295, 0.08932], [-0.63715, 0.42783, 1.80333], [1.71066, 0.36530, 0.83852], [1.84644, -1.27339, -1.56102], [-2.39675, -0.08140, -0.05250], [0.06476, -1.78518, -0.97359], [0.20854, -0.29238, -1.91720], [-1.22309, 1.16168, 2.09163]], "lumo_energy_ev": [-1.54, -1.54], "e_above_lowest_kcal_mol": 72.2, "multiplicity": 1, "homo_ev": [-10.23, -10.23], "e_tot_ha": -918.3355, "orbital_gap_ha": [0.320, 0.320]}

{"formula": "C3H4ClN", "method": "the ωB97M-V functional and the def2-TZVPD basis", "species": ["C", "C", "C", "N", "Cl", "H", "H", "H", "H"], "coordinates": [[-2.18926, 0.28989, 0.00555], [-1.03308, -0.02782, 0.09536], [0.35409, -0.50800, 0.14661], [1.33309, 0.62306, 0.00684], [2.97211, -0.10269, -0.31438], [-3.06207, 0.69352, 0.21586], [0.43467, -1.30817, -0.65077], [0.38974, -0.97326, 1.08366], [0.80070, 1.31346, -0.58873]], "lumo_energy_ev": 0.14, "e_above_lowest_kcal_mol": 78.1, "multiplicity": 1, "homo_ev": -9.64, "e_tot_ha": -631.5131, "orbital_gap_ha": 0.359}

{"formula": "C20H23Br2CdClF3NO6", "method": "the ωB97M-V functional and the def2-TZVPD basis", "species": ["C", "O", "C", "C", "C", "C", "C", "O", "C", "C", "C", "C", "C", "C", "C", "O", "O", "C", "C", "O", "N", "O", "C", "Cl", "C", "C", "C", "F", "Br", "C", "F", "F", "Br", "H", "H", "H", "H", "H", "H", "H", "H", "H", "H", "H", "H", "H", "H", "H", "H", "H", "H", "H", "H", "H", "H", "H", "Cd"], "coordinates": [[5.19840, -0.81216, -0.25323], [3.77072, -0.72717, -0.46117], [3.40091, 0.63020, -0.36772], [1.86780, 0.81631, -0.49390], [1.12064, -0.24798, 0.34341], [-0.41996, -0.13900, 0.32556], [-1.06141, 1.30230, 0.37194], [-1.59394, 1.62948, 1.66005], [-0.89063, 2.55910, 2.36324], [0.49714, 2.58329, 2.53174], [1.13288, 3.53640, 3.29271], [0.38982, 4.53062, 3.95061], [-1.00407, 4.50881, 3.78065], [-1.63776, 3.56317, 3.01791], [-0.94480, -0.68728, 1.72508], [-0.41353, -0.71096, 2.78656], [-2.27279, -1.12847, 1.52123], [-2.60332, -1.22171, 0.15745], [-3.77072, -0.41315, -0.38736], [-4.88253, -1.33526, -0.42229], [-6.15506, -0.62636, -0.38722], [-6.53039, -0.49250, 0.69068], [-1.19335, -1.19223, -0.53168], [-0.55148, -2.87979, -0.04399], [-1.05856, -0.89070, -2.07019], [-0.69799, -2.09122, -3.01039], [0.81334, -2.38069, -3.18589], [1.62590, -1.45720, -2.63631], [1.17993, -2.31190, -5.11795], [1.29697, -3.80743, -2.66005], [0.27557, -4.70518, -2.51939], [1.98119, -3.62221, -1.52851], [2.58977, -4.62852, -3.88464], [5.59458, -1.47942, -1.02956], [5.68536, 0.17043, -0.34713], [5.43508, -1.18509, 0.75545], [3.91105, 1.29023, -1.09243], [3.66243, 1.04177, 0.63362], [1.58850, 0.78291, -1.56312], [1.68858, 1.85116, -0.15536], [1.51602, -0.17138, 1.37061], [1.48203, -1.22387, -0.02097], [-0.34838, 2.08523, 0.08754], [-1.89415, 1.37814, -0.35165], [1.13350, 1.82472, 2.07575], [2.21696, 3.51411, 3.41181], [0.87601, 5.27392, 4.58161], [-1.59298, 5.26259, 4.30745], [-2.72544, 3.59253, 2.96031], [-2.89534, -2.30689, 0.07549], [-4.07904, 0.42562, 0.25929], [-3.64252, -0.01443, -1.40631], [-1.98357, -0.47200, -2.50060], [-0.31833, -0.08310, -2.15882], [-1.07448, -1.79251, -3.99908], [-1.29864, -3.01487, -2.73853], [-2.39594, -3.90038, -1.71230]], "total_charge": 2, "lumo_energy_ev": -11.62, "multiplicity": 1, "homo_ev": -13.40, "e_tot_ha": -7356.6873, "orbital_gap_ha": 0.065}

{"formula": "C27H53BF5N2O8PS", "method": "the ωB97M-V functional and the def2-TZVPD basis", "species": ["C", "O", "C", "C", "C", "C", "C", "C", "C", "N", "C", "C", "C", "O", "C", "C", "F", "O", "C", "P", "O", "O", "S", "C", "B", "O", "O", "C", "C", "F", "F", "C", "F", "F", "H", "H", "H", "H", "H", "H", "H", "H", "H", "H", "H", "H", "H", "H", "H", "H", "H", "H", "H", "H", "H", "H", "H", "H", "H", "H", "H", "H", "H", "H", "H", "H", "H", "H", "H", "C", "C", "C", "C", "C", "C", "N", "O", "C", "C", "C", "H", "H", "H", "H", "H", "H", "H", "H", "H", "H", "H", "H", "H", "H", "H", "H", "H", "H"], "coordinates": [[-3.88588, -2.02497, 3.32043], [-2.79042, -1.21586, 2.97256], [-2.48388, -1.18779, 1.58817], [-2.41912, 0.25033, 1.06213], [-3.26641, 0.61124, -0.16190], [-3.03553, -0.28332, -1.37662], [-1.66287, 0.08832, -1.97994], [-0.75714, -1.08976, -2.37310], [-0.07507, -1.49759, -1.08316], [0.99766, -2.60244, -0.95286], [0.29210, -3.96325, -0.90060], [-0.80549, -4.31429, -1.89376], [-1.18803, -5.77214, -1.62421], [-0.19413, -6.68610, -2.06436], [1.49757, -2.43033, 0.46747], [2.56614, -1.36151, 0.67327], [2.13101, -0.55547, 1.65695], [2.77327, -0.53823, -0.41278], [2.86335, -1.05867, -1.73264], [2.46009, 0.49445, -2.71949], [1.19489, 1.11155, -1.95634], [1.82347, -0.06020, -4.07520], [4.00059, 1.61247, -2.83711], [2.26317, -2.49931, -1.85689], [3.47213, -3.52532, -1.36282], [4.68451, -3.25240, -1.92199], [3.26825, -4.52369, -0.47806], [4.28448, -4.93286, 0.45135], [2.03632, -3.02774, -3.30601], [0.85352, -2.69680, -3.81857], [2.00324, -4.41342, -3.17922], [3.15134, -2.81248, -4.39873], [2.54706, -2.63327, -5.57355], [3.93643, -1.75024, -4.15714], [-4.79995, -1.70661, 2.80289], [-3.70513, -3.08545, 3.09102], [-4.03832, -1.91909, 4.39355], [-1.51271, -1.69632, 1.48415], [-3.23516, -1.77720, 1.04107], [-1.38716, 0.58048, 0.90741], [-2.78513, 0.88209, 1.87432], [-2.99085, 1.63310, -0.44932], [-4.31713, 0.66149, 0.13906], [-3.80858, -0.11663, -2.13064], [-3.10655, -1.35193, -1.12257], [-1.13045, 0.72752, -1.27212], [-1.82832, 0.68662, -2.87801], [-1.39409, -1.88365, -2.76689], [-0.08343, -0.80798, -3.17318], [0.32624, -0.61910, -0.57881], [-0.86459, -1.87490, -0.42983], [1.06283, -4.72570, -0.90228], [-0.16935, -3.97376, 0.08925], [-0.47862, -4.24159, -2.92815], [-1.69291, -3.70013, -1.73703], [-1.27687, -5.95933, -0.55109], [-2.14925, -5.98309, -2.10271], [-0.04706, -6.55147, -3.01004], [0.63235, -2.14492, 1.06394], [1.82920, -3.38980, 0.83854], [3.51761, -1.79050, 1.01973], [3.92148, -1.14965, -1.97857], [1.41037, 1.99741, -1.61493], [1.11106, 0.50518, -4.41166], [5.24819, -4.03001, -2.04403], [5.00661, -4.13243, 0.62331], [4.81023, -5.81227, 0.07738], [3.78595, -5.18890, 1.38438], [3.75678, -3.71706, -4.45768], [0.86002, 5.47037, 0.55369], [0.12964, 4.47906, 1.48156], [0.72311, 4.59461, 2.89511], [0.31488, 5.86239, 3.65219], [-1.07249, 6.37356, 3.23238], [-1.96909, 5.30541, 2.60031], [-1.30893, 4.77409, 1.41872], [-2.10183, 3.79015, 0.80025], [-3.25289, 5.99182, 2.12449], [-2.37372, 4.23930, 3.64179], [0.41636, 3.07291, 0.98157], [0.45011, 5.37460, -0.45362], [1.94122, 5.28460, 0.51879], [0.69546, 6.49586, 0.88759], [0.40823, 3.71907, 3.46743], [1.81480, 4.52714, 2.82754], [0.31978, 5.64258, 4.72334], [1.05704, 6.65161, 3.50702], [-1.58320, 6.80593, 4.09812], [-0.97006, 7.18191, 2.50211], [-3.01234, 6.69867, 1.32870], [-3.73061, 6.53007, 2.95145], [-3.94376, 5.25051, 1.72825], [-2.90932, 4.69840, 4.47907], [-1.51240, 3.70703, 4.04701], [-3.02644, 3.51317, 3.15695], [1.50118, 2.89603, 0.99050], [0.04644, 2.94450, -0.03687], [-0.06512, 2.32127, 1.60883]], "lumo_energy_ev": -0.91, "multiplicity": 1, "homo_ev": -3.34, "e_tot_ha": -3035.6342, "orbital_gap_ha": 0.090}